# 1
This record from the Open Molecules 2025 dataset describes a cluster of 2 separate species, C12H11I in total in a non-equilibrium geometry. The level of theory is ωB97M-V with the def2-TZVPD basis set.

Geometry as ORCA input:
```
! wB97M-V def2-TZVPD RIJCOSX def2/J DEFGRID3
* xyz 0 1
C 0.74 -1.86 -0.11
C 0.60 -0.60 -0.68
C -0.28 0.38 -0.13
C -0.33 1.59 -0.80
C -1.28 2.51 -0.34
C -2.04 2.25 0.76
C -1.98 1.06 1.43
C -1.10 0.11 0.98
C -1.07 -1.23 1.61
C -0.21 -2.35 0.99
H 1.36 -2.62 -0.53
H 1.11 -0.36 -1.63
H 0.19 1.52 -1.79
H -1.61 3.35 -0.92
H -2.70 3.03 0.96
H -2.68 0.80 2.21
H -0.74 -1.15 2.67
H -2.09 -1.76 1.76
H 0.34 -2.87 1.84
H -0.78 -3.17 0.62
C 3.84 0.36 -3.04
C 3.49 0.09 -1.94
I 3.43 0.35 0.14
H 3.79 0.55 -4.06
*
```

Values from the calculation:
SMILES: C1=Cc2ccccc2CC1.C#CI
energy above the lowest of the compared OMol25 structures with the same formula, charge and spin: 3.199 eV

Löwdin population analysis, charges in e, atoms 1 to 6: -0.089, -0.203, -0.236, -0.016, -0.085, -0.103

=====

# 2
This record from the Open Molecules 2025 dataset describes a structure of composition C12H11IOSi in a non-equilibrium geometry. The level of theory is ωB97M-V with the def2-TZVPD basis set.

Geometry as ORCA input:
```
! wB97M-V def2-TZVPD RIJCOSX def2/J DEFGRID3
* xyz 0 1
C 3.68 0.93 0.84
C -3.10 -1.93 1.58
C 2.98 -0.11 0.35
C 3.38 2.20 0.46
C -3.82 -0.97 0.95
C -1.88 -2.35 1.09
C 1.76 0.08 -0.23
C 2.11 2.47 -0.15
C -3.21 -0.23 -0.10
C -1.26 -1.62 0.04
C 1.42 1.36 -0.57
C -2.03 -0.63 -0.52
O 0.20 1.61 -1.26
Si -0.73 0.70 -2.19
I 0.44 -1.12 -3.44
H 4.59 0.78 1.42
H -3.24 -2.52 2.52
H 3.55 -1.09 0.56
H 3.94 3.16 0.87
H -4.85 -0.70 1.18
H -1.47 -3.09 1.72
H 1.21 -0.73 -0.71
H 1.82 3.57 -0.32
H -3.93 0.41 -0.71
H -0.26 -1.88 -0.37
H -1.31 1.70 -3.02
*
```

Values from the calculation:
energy above the lowest of the compared OMol25 structures with the same formula, charge and spin: 0.000 eV

Löwdin population analysis, charges in e, atoms 1 to 6: -0.150, -0.129, -0.093, -0.086, -0.090, -0.082

=====

Look up the energy above the lowest of the compared OMol25 structures with the same formula, charge and spin of the second one.
0.000 eV

=====

The lowest energy above the lowest of the compared OMol25 structures with the same formula, charge and spin belongs to which entry?
C12H11IOSi

=====

What is the formula in the second record?
C12H11IOSi